[1]
DFT (ωB97M-V/def2-TZVPD) results for a structure of composition C54H48BiN6S6.

Geometry (Å):
Bi -1.397 -1.257 -1.600
N 0.837 -2.195 -0.771
S 2.063 -2.384 -0.062
N 3.284 -1.324 -0.369
S 3.310 0.128 0.196
N 2.109 0.990 0.306
S 0.956 1.351 -0.823
N -0.279 0.563 -0.899
C 0.662 3.045 -0.546
C 1.475 3.892 0.192
C 1.288 5.251 0.171
C 0.229 5.741 -0.523
C -0.687 4.892 -1.169
C -0.409 3.529 -1.226
C 1.902 1.366 -2.398
C 2.595 2.484 -2.969
C 3.539 2.371 -3.965
C 3.700 1.083 -4.528
C 3.028 -0.019 -4.057
C 2.132 0.111 -2.968
C 4.638 0.814 -0.723
C 5.588 0.010 -1.286
C 6.762 0.519 -1.851
C 6.988 1.865 -1.641
C 6.013 2.745 -1.090
C 4.819 2.203 -0.637
C 4.049 0.168 1.849
C 5.276 -0.450 1.967
C 5.891 -0.517 3.184
C 5.313 0.168 4.275
C 4.016 0.592 4.192
C 3.344 0.536 2.968
C 1.976 -2.459 1.748
C 2.973 -3.047 2.482
C 2.789 -3.029 3.886
C 1.663 -2.435 4.460
C 0.694 -1.868 3.668
C 0.819 -1.939 2.235
C 3.073 -3.782 -0.574
C 2.483 -4.990 -0.477
C 3.056 -6.162 -0.834
C 4.306 -6.075 -1.456
C 4.963 -4.895 -1.602
C 4.376 -3.686 -1.121
H 2.255 3.509 0.818
H 1.963 5.873 0.835
H 0.068 6.822 -0.387
H -1.601 5.313 -1.591
H -1.102 2.828 -1.703
H 2.376 3.463 -2.506
H 4.040 3.311 -4.267
H 4.408 0.967 -5.339
H 3.088 -0.974 -4.430
H 1.681 -0.756 -2.461
H 5.394 -1.040 -1.252
H 7.506 -0.161 -2.373
H 7.786 2.374 -2.148
H 6.160 3.828 -1.114
H 3.947 2.830 -0.343
H 5.772 -0.870 1.152
H 6.813 -0.978 3.337
H 5.802 0.084 5.219
H 3.526 1.031 5.045
H 2.354 0.942 2.883
H 3.877 -3.398 2.106
H 3.535 -3.498 4.491
H 1.601 -2.362 5.526
H -0.216 -1.543 4.073
H 0.080 -1.501 1.638
H 1.466 -4.920 -0.086
H 2.634 -7.104 -0.805
H 4.747 -6.981 -1.844
H 5.982 -4.863 -1.953
H 5.002 -2.803 -1.044
S -2.818 1.280 -2.741
C -4.258 0.772 -2.076
N -5.114 1.538 -1.377
C -6.361 1.046 -0.833
C -6.352 -0.369 -0.424
N -5.659 -1.204 -1.465
C -5.865 -2.675 -1.490
C -6.490 -3.064 -0.241
C -7.863 -3.399 -0.280
C -8.507 -3.723 0.868
C -7.765 -3.821 2.049
C -6.400 -3.666 2.072
C -5.726 -3.222 0.913
C -4.767 -0.713 -2.271
S -4.154 -1.640 -3.519
C -4.918 2.949 -1.235
C -4.655 3.330 0.184
C -5.443 4.286 0.741
C -5.084 4.912 1.976
C -3.893 4.517 2.562
C -3.071 3.538 1.966
C -3.476 2.933 0.801
H -7.179 1.232 -1.556
H -6.661 1.586 0.069
H -7.368 -0.618 -0.339
H -5.905 -0.546 0.593
H -4.873 -3.165 -1.600
H -6.407 -2.889 -2.412
H -8.362 -3.288 -1.292
H -9.551 -4.028 0.822
H -8.287 -4.235 2.896
H -5.797 -3.822 2.988
H -4.694 -2.996 0.871
H -5.833 3.447 -1.631
H -4.131 3.339 -1.867
H -6.369 4.517 0.161
H -5.783 5.614 2.441
H -3.588 5.057 3.532
H -2.136 3.159 2.325
H -2.886 2.165 0.430
S -2.704 -1.465 0.296

Summary:
- LUMO: -2.26 eV
- Energy relative to the best compared isomer or geometry (same formula, charge and spin): 0.000 eV
- Calculated total energy: -136554.4343 eV
- 2S+1: 1
- Net charge: +1


[2]
DFT (ωB97M-V/def2-TZVPD) results for a cluster of 11 separate species, C34H96N6O16 in total.

Geometry (Å):
C 2.281 5.807 -1.630
C 2.002 4.965 -0.370
C 1.224 3.692 -0.857
O 0.978 2.836 0.269
C 0.066 3.564 1.245
N 3.180 4.625 0.411
H 2.818 5.261 -2.431
H 2.861 6.687 -1.283
H 1.291 6.040 -2.112
H 1.328 5.552 0.323
H 1.858 3.035 -1.445
H 0.303 4.061 -1.416
H -0.315 2.850 1.917
H -0.755 4.000 0.665
H 0.624 4.319 1.824
H 3.257 3.651 0.602
H 4.022 5.051 0.102
C -1.323 -2.381 5.237
C -0.521 -1.402 4.434
C -1.247 -0.049 4.455
O -2.374 -0.222 3.591
C -3.102 1.002 3.383
N 0.825 -1.115 4.997
H -2.285 -2.497 4.775
H -1.398 -2.224 6.268
H -0.900 -3.365 5.168
H -0.420 -1.658 3.401
H -0.580 0.700 4.103
H -1.548 0.239 5.479
H -3.142 1.471 4.310
H -4.109 0.759 3.097
H -2.528 1.593 2.668
H 0.804 -0.923 6.002
H 1.438 -1.902 4.812
C 1.541 -4.441 -2.915
C 1.779 -3.298 -1.877
C 1.986 -3.857 -0.500
O 0.699 -4.340 -0.063
C 0.638 -4.669 1.302
N 2.920 -2.459 -2.257
H 2.472 -5.008 -3.054
H 1.351 -3.915 -3.868
H 0.730 -5.104 -2.536
H 0.952 -2.598 -1.784
H 2.316 -3.114 0.237
H 2.699 -4.678 -0.427
H 0.959 -5.717 1.570
H -0.398 -4.683 1.584
H 1.239 -3.949 1.910
H 3.801 -2.942 -2.341
H 2.999 -1.602 -1.716
C 4.507 -2.183 2.029
C 4.217 -1.817 3.473
C 3.902 -2.994 4.320
O 2.647 -3.441 4.056
C 2.544 -4.670 4.800
N 5.478 -1.303 3.997
H 4.634 -1.293 1.436
H 3.745 -2.786 1.530
H 5.454 -2.702 2.106
H 3.412 -1.099 3.505
H 3.958 -2.780 5.402
H 4.737 -3.662 4.128
H 2.277 -4.508 5.837
H 3.411 -5.319 4.675
H 1.676 -5.196 4.333
H 5.341 -1.086 5.036
H 5.741 -0.441 3.616
C -2.590 0.411 -0.996
C -1.617 -0.709 -0.550
C -0.543 -0.083 0.372
O 0.224 -1.184 0.815
C 1.374 -0.757 1.526
N -2.300 -1.828 0.172
H -3.233 0.696 -0.166
H -3.329 0.033 -1.705
H -2.111 1.282 -1.400
H -1.287 -1.139 -1.526
H -0.933 0.431 1.242
H 0.124 0.614 -0.071
H 1.645 -1.651 2.050
H 1.162 0.028 2.257
H 2.181 -0.403 0.884
H -1.574 -2.568 0.337
H -2.575 -1.511 1.111
C -7.868 -1.556 -3.287
C -7.190 -0.195 -3.173
C -7.485 0.542 -1.921
O -6.978 1.839 -2.065
C -7.410 2.634 -1.002
N -5.750 -0.435 -3.225
H -7.715 -1.984 -4.248
H -8.927 -1.497 -3.130
H -7.410 -2.127 -2.526
H -7.523 0.494 -4.000
H -6.983 -0.102 -1.155
H -8.576 0.653 -1.724
H -8.517 2.825 -1.026
H -6.793 3.543 -1.104
H -7.217 2.155 -0.022
H -5.482 -1.134 -2.493
H -5.220 0.419 -3.171
C 2.961 2.171 2.874
C 3.347 3.532 3.447
O 4.733 3.286 3.862
O 3.861 1.782 1.843
H 1.948 2.091 2.414
H 2.971 1.461 3.730
H 2.748 3.645 4.382
H 3.281 4.382 2.779
H 5.224 4.064 4.145
H 4.738 2.164 1.973
C -2.832 3.817 -2.800
C -3.403 3.085 -3.926
O -3.047 3.688 -5.143
O -1.401 3.797 -2.876
H -3.077 3.418 -1.828
H -3.147 4.849 -2.799
H -4.482 2.992 -3.846
H -2.993 2.036 -3.937
H -3.805 4.242 -5.319
H -1.154 3.832 -3.813
C -3.159 -3.487 -2.546
C -3.182 -2.934 -3.966
O -2.853 -1.577 -3.883
O -4.074 -2.809 -1.746
H -2.101 -3.333 -2.143
H -3.348 -4.552 -2.604
H -4.182 -3.100 -4.359
H -2.518 -3.515 -4.639
H -3.451 -1.059 -4.467
H -3.636 -2.419 -0.959
C 1.416 0.318 -3.199
C 0.162 0.955 -3.647
O 0.330 1.918 -4.770
O 1.862 -0.581 -4.198
H 1.170 -0.263 -2.239
H 2.133 1.119 -2.964
H -0.093 1.619 -2.821
H -0.599 0.233 -3.846
H 0.352 1.386 -5.560
H 2.484 -1.235 -3.831
C 5.732 1.455 -1.687
C 5.218 0.241 -0.975
O 3.893 0.388 -0.548
O 6.238 2.386 -0.776
H 4.950 1.821 -2.376
H 6.545 1.043 -2.302
H 5.917 0.020 -0.145
H 5.262 -0.604 -1.693
H 3.892 0.927 0.274
H 6.618 3.204 -1.169

Summary:
- LUMO: 0.45 eV
- SMILES string: COC[C@H](C)N.COC[C@H](C)N.COC[C@H](C)N.COC[C@H](C)N.COC[C@H](C)N.COC[C@H](C)N.OCCO.OCCO.OCCO.OCCO.OCCO
- Energy relative to the best compared isomer or geometry (same formula, charge and spin): 0.977 eV
- Calculated total energy: -78509.2085 eV
- 2S+1: 1
- Net charge: 0


[3]
DFT (ωB97M-V/def2-TZVPD) results for the molecule C5H11N.

Geometry (Å):
C 1.520 0.730 -0.375
C -0.595 1.132 1.393
N -0.533 -0.080 0.800
C -1.453 -0.981 1.165
C 0.531 -0.405 -0.246
C -0.084 -0.658 -1.624
H 0.883 1.603 -0.271
H 2.296 0.708 0.398
H 2.018 0.730 -1.354
H 0.312 1.673 1.633
H -1.578 1.542 1.616
H -1.910 -0.832 2.139
H -1.861 -1.728 0.492
H 1.088 -1.273 0.101
H -0.773 -1.503 -1.640
H 0.730 -0.884 -2.325
H -0.593 0.234 -2.018

Summary:
- LUMO (alpha / beta): 1.02 / 1.02 eV
- Energy relative to the best compared isomer or geometry (same formula, charge and spin): 2.946 eV
- Calculated total energy: -6850.5822 eV
- 2S+1: 1
- Net charge: 0


[4]
DFT (ωB97M-V/def2-TZVPD) results for a cluster of 7 separate species, C27H32N10O11 in total.

Geometry (Å):
C 3.791 7.071 -1.304
C 2.589 6.766 -1.935
C 2.005 5.498 -1.859
C 2.700 4.517 -1.174
C 3.920 4.789 -0.560
C 4.475 6.053 -0.595
N 2.203 3.166 -1.385
O 1.182 2.962 -2.007
O 2.783 2.294 -0.757
H 4.198 8.032 -1.242
H 2.051 7.589 -2.435
H 1.054 5.197 -2.300
H 4.429 3.949 -0.095
H 5.418 6.284 -0.212
C -0.037 -3.722 -4.788
C -1.329 -3.899 -4.390
C -1.591 -4.327 -3.062
C -0.497 -4.584 -2.268
C 0.819 -4.411 -2.685
C 1.014 -4.029 -3.939
N -0.864 -5.164 -0.893
O -2.066 -5.234 -0.632
O 0.020 -5.481 -0.142
H 0.173 -3.406 -5.795
H -2.097 -3.742 -5.052
H -2.581 -4.445 -2.643
H 1.556 -4.742 -1.938
H 2.039 -3.947 -4.280
C -1.383 0.296 0.596
C -1.352 0.689 1.931
C -1.407 2.041 2.289
C -1.317 3.014 1.293
C -1.136 2.657 -0.005
C -1.148 1.272 -0.349
N -1.329 4.447 1.604
O -1.502 4.839 2.730
O -1.103 5.214 0.665
H -1.245 -0.764 0.338
H -1.502 -0.056 2.684
H -1.455 2.358 3.363
H -1.055 3.457 -0.714
H -0.868 0.929 -1.375
C -4.297 -0.298 -2.073
C -3.576 -1.402 -1.580
C -3.633 -1.696 -0.213
C -4.440 -0.845 0.599
C -5.233 0.139 0.109
C -5.150 0.460 -1.253
N -4.557 -1.203 2.010
O -4.925 -0.351 2.812
O -4.173 -2.307 2.333
H -4.166 -0.056 -3.124
H -3.017 -2.024 -2.176
H -3.076 -2.414 0.315
H -5.749 0.770 0.829
H -5.693 1.346 -1.561
C 4.136 -0.064 2.963
O 4.958 0.721 2.599
N 4.338 -1.300 3.499
N 2.793 0.077 2.788
H 3.553 -1.598 4.066
H 5.266 -1.359 3.942
H 2.519 1.067 2.622
H 2.249 -0.260 3.588
C 0.983 -1.490 -0.921
O 0.585 -2.406 -0.199
N 2.135 -0.767 -0.572
N 0.332 -1.085 -2.085
H 2.299 0.145 -1.025
H 2.483 -0.800 0.361
H 0.610 -0.318 -2.633
H 0.004 -1.872 -2.618
C 0.734 -2.422 4.180
O 1.485 -1.624 4.767
N 0.583 -2.591 2.847
N -0.019 -3.334 4.905
H -0.249 -3.006 2.530
H 0.996 -1.836 2.316
H -0.275 -3.245 5.867
H -0.367 -4.178 4.499

Summary:
- LUMO: -0.98 eV
- SMILES string: O=[N+]([O-])c1ccccc1.O=[N+]([O-])c1ccccc1.O=[N+]([O-])c1ccccc1.O=[N+]([O-])c1ccccc1.NC(N)=O.NC(N)=O.NC(N)=O
- Calculated total energy: -65932.9813 eV
- 2S+1: 1
- Net charge: 0


Computed max |F|, in the same sequence as the records: 3.62, 3.41, 0.85, 4.33 eV/A.